[1]
Entry from the OMol25 dataset: the molecule C18H25NO5 (ωB97M-V with the def2-TZVPD basis set).

Geometry (Å):
C1 -2.39 1.01 -0.39
C2 2.51 -2.19 2.43
C3 0.28 -0.14 -2.73
O1 -2.29 1.51 1.89
H1 -5.55 1.67 -1.45
H2 2.68 -3.13 2.96
C4 1.81 -1.65 -1.38
C5 -3.95 0.99 -2.70
C6 0.11 -2.20 3.27
H3 2.27 -0.63 -3.25
C7 1.40 -1.41 3.14
C8 1.71 -0.44 -2.33
H4 1.25 -3.02 0.88
C9 -1.82 0.62 -1.63
C10 -2.62 0.61 -2.77
C11 2.22 -2.51 0.96
H5 2.98 -3.19 0.59
H6 -1.31 3.72 3.04
H7 3.44 -1.61 2.48
O2 -0.12 -0.26 -3.87
H8 2.57 -2.34 -1.75
H9 1.76 -1.16 4.15
C12 3.55 -0.60 0.04
H10 1.21 -0.47 2.62
C13 -1.61 1.59 3.15
H11 0.08 2.76 2.50
C14 -4.51 1.38 -1.49
C15 2.19 -1.27 0.06
C16 -3.74 1.39 -0.36
H12 -0.28 2.88 4.22
H13 0.30 -3.19 3.67
O3 3.74 0.58 0.20
H14 -2.18 0.32 -3.71
H15 2.14 0.45 -1.85
H16 -1.01 0.68 3.28
H17 -0.02 0.32 -0.76
N1 -0.48 0.26 -1.67
H18 -4.16 1.69 0.59
H19 -4.55 0.97 -3.60
H20 -2.41 1.62 3.89
H21 -0.38 -2.31 2.30
H22 1.48 -0.54 0.46
H23 -0.59 -1.69 3.94
O4 4.55 -1.45 -0.23
H24 5.39 -0.97 -0.26
C17 -0.72 2.82 3.23
O5 -0.44 0.68 0.96
H25 0.86 -2.18 -1.36
C18 -1.60 1.04 0.85

- HOMO-LUMO gap: 0.3296 Ha
- Energy above the lowest of the compared OMol25 structures with the same formula, charge and spin: 0.137 eV
- Structure (SMILES): CCCC[C@H](CCC(=O)Nc1ccccc1C(=O)OCC)C(=O)O

Here are the Löwdin charges for atoms 1 to 8, given in e: atom 1 (C): -0.05, atom 2 (C): -0.20, atom 3 (C): -0.45, atom 4 (O): 0.00, atom 5 (H): 0.10, atom 6 (H): 0.11, atom 7 (C): -0.13, atom 8 (C): -0.06

=====

[2]
Entry from the OMol25 dataset: a structure of composition C18H26BeCl2F6IK2N4O9P at a distorted geometry (ωB97M-V with the def2-TZVPD basis set).

Geometry (Å):
Cl1 -5.75 5.41 2.44
H1 0.55 4.40 0.90
C1 -3.53 5.63 -0.65
C2 -1.32 -7.58 6.38
I1 -7.15 4.19 -1.33
H2 -2.26 -5.67 6.73
H3 -6.24 1.19 -4.58
C3 -6.50 1.06 1.31
O1 2.51 3.75 -1.97
C4 -1.88 4.45 -2.01
C5 -1.37 4.97 0.24
Cl2 0.24 1.05 -1.09
H4 -2.60 4.52 -2.79
H5 3.45 0.98 0.69
C6 0.25 3.80 -1.17
C7 -4.45 4.63 0.02
N1 4.26 0.51 1.04
O2 6.35 -0.33 0.74
O3 1.71 1.87 -0.95
H6 6.12 0.52 -1.63
H7 5.07 -1.01 -3.78
K1 5.76 -2.89 -1.26
Be1 -1.65 2.91 -0.47
F1 3.14 -5.25 0.41
O4 6.05 -3.26 -4.63
C8 6.75 -2.41 -3.89
C9 -0.59 -8.31 5.47
H8 4.53 1.19 -1.39
H9 -0.28 -9.33 5.69
C10 -1.68 -6.28 6.05
N2 -0.20 -7.84 4.28
F2 0.68 -3.75 1.70
C11 -0.55 -6.60 3.97
H10 -1.61 -8.01 7.33
C12 -0.66 3.85 -2.21
O5 -5.97 2.20 1.52
C13 1.57 3.16 -1.41
H11 -1.54 -4.77 4.52
P1 2.12 -4.56 1.53
H12 -4.59 3.46 -1.85
O6 -7.71 0.84 1.34
F3 1.80 -5.14 3.03
F4 1.19 -5.82 0.99
O7 -5.61 0.21 1.01
C14 -0.13 4.38 0.07
N3 5.33 0.71 -1.01
F5 3.53 -4.15 2.32
H13 -0.48 3.46 -3.19
C15 -5.11 3.62 -0.90
H14 4.27 0.18 1.99
F6 2.43 -3.16 0.68
C16 6.17 -0.93 -4.01
H15 -1.64 5.41 1.18
H16 -5.26 5.21 0.71
H17 -5.16 2.67 -0.41
H18 -3.42 6.52 -0.04
H19 -0.23 -6.24 3.00
H20 6.76 -2.60 -2.81
K2 6.00 0.74 -6.30
C17 5.38 0.27 0.28
H21 -3.83 4.05 0.70
H22 -4.96 2.15 -4.81
O8 6.87 -0.05 -3.28
H23 -3.89 5.92 -1.63
H24 6.16 -0.74 -5.10
N4 -2.21 5.01 -0.80
C18 -1.29 -5.78 4.82
H25 -5.95 2.41 -3.54
O9 -5.55 1.74 -4.15
H26 7.83 -2.32 -4.12

- HOMO-LUMO gap: 0.0374 Ha

Here are the Löwdin charges for atoms 1 to 8, given in e: atom 1 (Cl): -0.24, atom 2 (H): 0.15, atom 3 (C): -0.12, atom 4 (C): -0.09, atom 5 (I): 0.84, atom 6 (H): 0.10, atom 7 (H): 0.20, atom 8 (C): -0.93

=====

[3]
Entry from the OMol25 dataset: a structure of composition C18H26CaNO2S2 (ωB97M-V with the def2-TZVPD basis set).

Geometry (Å):
C1 0.64 -0.57 2.93
H1 -0.32 -2.40 2.35
C2 2.81 -0.71 -2.00
O1 -2.13 0.27 -0.73
C3 -0.27 -1.89 -3.71
H2 1.47 -0.64 2.22
H3 3.07 1.96 -0.03
H4 -1.71 2.29 2.92
H5 0.35 3.23 1.83
N1 -0.90 -1.19 -2.75
H6 -3.58 -1.12 -1.04
H7 -0.02 3.88 3.40
H8 0.80 -1.81 -3.73
H9 2.48 0.28 -3.98
H10 -0.71 -1.43 5.24
C4 2.74 1.57 -2.19
C5 0.05 -1.94 3.27
O2 0.22 0.97 0.83
H11 3.21 -0.71 0.19
H12 -0.71 1.50 4.14
C6 -1.05 -1.88 4.31
H13 2.20 1.88 2.70
H14 2.85 -1.76 -2.25
H15 -2.89 -3.33 -5.25
C7 -2.22 -1.24 -2.68
H16 -3.63 0.25 -2.15
H17 0.87 -2.57 3.62
C8 -2.98 -2.02 -3.56
C9 -2.95 -0.43 -1.62
H18 2.39 3.52 3.28
H19 2.63 2.56 -2.60
H20 1.78 2.28 4.37
C10 2.64 0.36 -2.91
C11 2.96 1.25 -0.84
S1 -0.55 0.46 2.04
C12 0.34 2.99 2.89
Ca1 0.49 0.41 -1.38
S2 -1.62 2.97 -3.55
H21 1.00 -0.06 3.82
H22 -0.39 -3.21 -5.38
C13 -0.94 -2.67 -4.63
C14 1.75 2.64 3.34
C15 3.01 -0.16 -0.72
H23 -1.85 1.13 -1.21
H24 -1.92 -1.31 3.96
C16 -0.71 1.90 3.12
H25 -4.06 -2.03 -3.47
H26 -1.42 -2.88 4.55
C17 -0.91 2.15 -2.41
C18 -2.33 -2.73 -4.54

- HOMO-LUMO gap (alpha / beta): 0.2023 / 0.2888 Ha
- Spin multiplicity: 2

Here are the Löwdin charges for atoms 1 to 8, given in e: atom 1 (C): -0.34, atom 2 (H): 0.11, atom 3 (C): -0.25, atom 4 (O): -0.20, atom 5 (C): -0.11, atom 6 (H): 0.09, atom 7 (H): 0.09, atom 8 (H): 0.09

=====

[4]
Entry from the OMol25 dataset: the molecule C18H26ClN3O (ωB97M-V with the def2-TZVPD basis set).

Geometry (Å):
C1 1.29 -2.89 0.77
C2 4.37 -1.24 -0.47
H1 3.38 -3.30 0.48
C3 -2.03 1.09 0.95
C4 -0.59 -3.26 -0.92
C5 -1.64 0.30 -0.17
H2 -1.34 2.81 -2.46
H3 -2.00 -3.89 -2.43
N1 -2.30 0.57 2.16
C6 -1.88 3.08 -0.39
H4 4.43 -0.33 -1.07
H5 -0.39 -3.51 -3.05
O1 1.43 2.04 0.24
H6 -1.82 -2.67 1.49
H7 1.19 0.32 -0.89
H8 -2.50 -1.12 3.27
C7 2.76 -2.49 0.88
C8 2.59 -0.06 0.71
C9 5.52 -1.25 0.54
H9 2.72 1.22 -1.04
N2 3.03 -1.30 0.09
H10 5.52 -2.17 1.12
C10 -1.52 2.32 -1.51
H11 5.44 -0.41 1.23
Cl1 -2.00 4.79 -0.56
C11 -2.13 2.49 0.81
C12 -2.24 -0.73 2.29
H12 3.03 -2.36 1.94
H13 -1.16 0.39 -2.28
C13 -1.41 0.96 -1.40
H14 -1.11 -3.77 -0.10
C14 0.92 -3.28 -0.66
H15 1.31 -4.27 -0.88
H16 -0.66 -5.01 -2.18
C15 -1.51 -1.12 0.03
H17 1.09 -3.72 1.45
H18 1.40 -2.57 -1.34
H19 4.48 -2.09 -1.14
H20 1.83 -0.29 1.46
C16 -1.86 -1.61 1.28
C17 1.96 0.88 -0.33
H21 0.67 -2.05 1.09
N3 -1.08 -1.90 -0.99
H22 6.47 -1.17 0.01
H23 -0.76 -1.42 -1.82
H24 0.73 1.80 0.85
C18 -0.93 -3.96 -2.23
H25 -2.41 3.06 1.68
H26 3.40 0.47 1.22

- HOMO-LUMO gap: 0.3099 Ha
- Energy above the lowest of the compared OMol25 structures with the same formula, charge and spin: 0.130 eV
- Structure (SMILES): CCN(CCO)CCC[C@H](C)Nc1ccnc2cc(Cl)ccc12

Here are the Löwdin charges for atoms 1 to 8, given in e: atom 1 (C): -0.17, atom 2 (C): -0.24, atom 3 (H): 0.12, atom 4 (C): -0.24, atom 5 (C): -0.37, atom 6 (C): -0.10, atom 7 (H): 0.11, atom 8 (H): 0.08

=====

[5]
Entry from the OMol25 dataset: the molecule C18H26ClN3O3 (ωB97M-V with the def2-TZVPD basis set).

Geometry (Å):
H1 1.75 4.02 -1.46
C1 -2.34 -2.04 -1.72
H2 0.49 -0.16 2.27
C2 4.29 -0.04 1.29
H3 -4.80 -0.78 0.86
H4 -2.54 -1.65 1.59
C3 0.99 3.31 -1.13
C4 1.28 2.82 0.29
H5 1.30 -2.39 2.55
H6 -1.87 2.01 0.99
H7 -1.03 3.52 1.36
H8 -2.20 3.81 -0.78
C5 -3.93 -0.74 0.20
H9 -3.39 -2.79 0.54
H10 1.35 3.68 0.96
C6 -1.06 2.67 0.68
C7 1.28 -2.36 1.45
C8 3.88 -0.93 -0.89
H11 -3.47 0.26 0.26
N1 0.21 1.97 0.80
C9 2.82 -1.68 -0.40
H12 4.86 0.59 1.95
H13 1.29 -3.37 1.05
N2 -1.82 -1.76 -0.39
C10 -0.16 -0.36 1.42
H14 -1.43 2.34 -1.44
O1 -0.24 4.00 -1.18
H15 -0.51 0.47 -0.54
H16 1.19 0.36 -0.08
C11 -3.38 -0.98 -2.05
C12 0.20 0.61 0.29
C13 2.49 -1.60 0.95
H17 2.25 -2.32 -1.06
H18 2.99 -0.73 2.84
H19 -2.90 0.01 -2.08
C14 4.62 -0.11 -0.06
H20 -1.51 -2.01 -2.43
C15 -0.56 -2.26 -0.09
H21 -3.85 -1.18 -3.01
O2 -0.01 -3.08 -0.81
C16 3.23 -0.79 1.79
H22 -2.80 -3.04 -1.76
N3 0.02 -1.75 1.04
O3 -4.43 -0.96 -1.10
H23 -1.19 -0.17 1.75
Cl1 4.27 -1.01 -2.57
C17 -1.31 3.19 -0.74
H24 5.43 0.47 -0.45
H25 0.97 2.46 -1.83
C18 -2.91 -1.81 0.58
H26 2.22 2.27 0.32

- HOMO-LUMO gap: 0.3284 Ha
- Energy above the lowest of the compared OMol25 structures with the same formula, charge and spin: 2.532 eV
- Structure (SMILES): O=C(N1CCOCC1)N(CCN1CCOCC1)Cc1cccc(Cl)c1

Here are the Löwdin charges for atoms 1 to 8, given in e: atom 1 (H): 0.12, atom 2 (C): -0.13, atom 3 (H): 0.12, atom 4 (C): -0.08, atom 5 (H): 0.13, atom 6 (H): 0.12, atom 7 (C): -0.19, atom 8 (C): -0.15

=====

[6]
Entry from the OMol25 dataset: a structure of composition C18H26I2N4O6PdSi2 at a distorted geometry (ωB97M-V with the def2-TZVPD basis set).

Geometry (Å):
C1 -2.25 1.26 0.65
N1 -0.54 -0.89 -3.46
H1 0.81 5.75 1.49
H2 -3.04 1.97 0.39
C2 2.47 2.39 -1.46
N2 0.47 -8.61 -0.79
N3 0.68 -0.47 -1.39
H3 0.95 -4.55 1.30
N4 -1.05 -3.12 -4.42
O1 -1.62 -2.55 -0.87
C3 0.06 -0.73 -2.37
O2 -2.43 0.32 1.38
H4 -1.73 5.33 0.15
O3 -1.05 1.48 0.05
H5 2.40 1.31 -1.43
H6 -0.01 3.02 -3.53
H7 3.18 2.73 -0.70
I1 0.22 -0.77 3.38
C4 0.63 5.00 2.26
H8 1.42 -7.00 1.07
H9 1.73 5.34 -0.31
H10 -2.64 5.30 1.66
C5 -0.36 -4.50 -0.39
H11 -0.85 1.84 -2.54
Pd1 -0.34 -0.46 0.34
C6 0.18 -7.17 -0.65
H12 -1.31 3.54 -2.46
C7 1.06 5.05 -1.12
C8 2.01 -1.79 2.85
H13 -1.92 3.50 3.91
C9 0.14 2.59 0.53
H14 0.13 5.61 -1.03
C10 -0.80 -2.10 -3.94
H15 -1.09 -7.15 -2.37
O4 1.22 -9.12 0.02
H16 0.33 5.53 3.16
H17 -2.84 4.02 0.47
H18 0.64 1.69 0.90
H19 -0.36 2.67 3.97
H20 -1.59 -4.71 -2.12
O5 0.15 -2.35 0.47
H21 -1.74 1.92 3.16
C11 -0.94 -5.22 -1.43
O6 -0.05 -9.21 -1.71
C12 -2.11 4.67 0.93
Si1 0.80 3.20 -1.23
H22 1.71 -2.72 2.38
H23 2.58 -1.94 3.75
C13 -0.68 -3.04 -0.28
Si2 -0.71 3.77 1.79
C14 -1.24 2.87 3.34
C15 0.50 -5.13 0.51
I2 3.22 -0.71 1.48
C16 0.77 -6.48 0.39
H24 2.88 2.68 -2.44
H25 1.58 4.50 2.49
H26 1.53 5.37 -2.06
C17 -0.67 -6.57 -1.57
C18 -0.47 2.85 -2.55

- HOMO-LUMO gap (alpha / beta): 0.2824 / 0.2824 Ha
- Energy above the lowest of the compared OMol25 structures with the same formula, charge and spin: 0.270 eV

Here are the Löwdin charges for atoms 1 to 8, given in e: atom 1 (C): -0.38, atom 2 (N): 0.11, atom 3 (H): 0.01, atom 4 (H): 0.14, atom 5 (C): -0.18, atom 6 (N): -0.35, atom 7 (N): 0.04, atom 8 (H): 0.10

=====

Repeat the sixth record exactly.
Entry from the OMol25 dataset: a structure of composition C18H26I2N4O6PdSi2 at a distorted geometry (ωB97M-V with the def2-TZVPD basis set).

Geometry (Å):
C1 -2.25 1.26 0.65
N1 -0.54 -0.89 -3.46
H1 0.81 5.75 1.49
H2 -3.04 1.97 0.39
C2 2.47 2.39 -1.46
N2 0.47 -8.61 -0.79
N3 0.68 -0.47 -1.39
H3 0.95 -4.55 1.30
N4 -1.05 -3.12 -4.42
O1 -1.62 -2.55 -0.87
C3 0.06 -0.73 -2.37
O2 -2.43 0.32 1.38
H4 -1.73 5.33 0.15
O3 -1.05 1.48 0.05
H5 2.40 1.31 -1.43
H6 -0.01 3.02 -3.53
H7 3.18 2.73 -0.70
I1 0.22 -0.77 3.38
C4 0.63 5.00 2.26
H8 1.42 -7.00 1.07
H9 1.73 5.34 -0.31
H10 -2.64 5.30 1.66
C5 -0.36 -4.50 -0.39
H11 -0.85 1.84 -2.54
Pd1 -0.34 -0.46 0.34
C6 0.18 -7.17 -0.65
H12 -1.31 3.54 -2.46
C7 1.06 5.05 -1.12
C8 2.01 -1.79 2.85
H13 -1.92 3.50 3.91
C9 0.14 2.59 0.53
H14 0.13 5.61 -1.03
C10 -0.80 -2.10 -3.94
H15 -1.09 -7.15 -2.37
O4 1.22 -9.12 0.02
H16 0.33 5.53 3.16
H17 -2.84 4.02 0.47
H18 0.64 1.69 0.90
H19 -0.36 2.67 3.97
H20 -1.59 -4.71 -2.12
O5 0.15 -2.35 0.47
H21 -1.74 1.92 3.16
C11 -0.94 -5.22 -1.43
O6 -0.05 -9.21 -1.71
C12 -2.11 4.67 0.93
Si1 0.80 3.20 -1.23
H22 1.71 -2.72 2.38
H23 2.58 -1.94 3.75
C13 -0.68 -3.04 -0.28
Si2 -0.71 3.77 1.79
C14 -1.24 2.87 3.34
C15 0.50 -5.13 0.51
I2 3.22 -0.71 1.48
C16 0.77 -6.48 0.39
H24 2.88 2.68 -2.44
H25 1.58 4.50 2.49
H26 1.53 5.37 -2.06
C17 -0.67 -6.57 -1.57
C18 -0.47 2.85 -2.55

- HOMO-LUMO gap (alpha / beta): 0.2824 / 0.2824 Ha
- Energy above the lowest of the compared OMol25 structures with the same formula, charge and spin: 0.270 eV

Here are the Löwdin charges for atoms 1 to 8, given in e: atom 1 (C): -0.38, atom 2 (N): 0.11, atom 3 (H): 0.01, atom 4 (H): 0.14, atom 5 (C): -0.18, atom 6 (N): -0.35, atom 7 (N): 0.04, atom 8 (H): 0.10